Record 1
ORCA calculation (ωB97M-V/def2-TZVPD) on 2 unconnected molecules or ions with the total composition C4H2BrClF3O2 in a non-equilibrium geometry.

```
13
Properties=species:S:1:pos:R:3:forces:R:3
C 2.983024 -0.434897 0.568345 -0.44 -1.29 -3.19
C -1.870195 0.084195 0.624239 2.92 -0.42 0.85
C 2.063804 -0.685109 -0.795428 0.13 0.30 0.85
C -1.893764 0.911164 -0.667139 0.56 -0.55 1.85
O 2.619539 0.470835 1.245543 -1.10 2.26 1.98
O 3.929861 -1.187562 0.516536 1.42 -1.25 0.48
F -3.029917 -0.045335 1.320532 -2.03 0.24 0.24
F -2.840241 0.691981 -1.550416 -0.71 -0.25 -0.49
F -1.752775 2.235100 -0.473780 -0.30 0.02 -0.03
Cl 1.757795 -2.272159 -1.378977 0.08 -0.08 -0.06
Br 0.758210 0.582504 -1.290831 0.30 -0.07 -0.23
H -1.535637 -1.047396 0.497109 -0.08 2.65 -0.25
H -1.189704 0.696680 1.384267 -0.75 -1.55 -2.01
```
Forces are in eV/Å.

Calculated values
* orbital gap (spin up / spin down): 7.2053 / 7.9558 eV
* relative energy (zero: lowest compared OMol25 entry of this formula, charge and spin): 80.1 kcal/mol
* HOMO level (spin up / spin down): -0.151 / -0.176 Ha
* E_tot: -98990.68971 eV
* LUMO level (spin up / spin down): 3.088 / 3.161 eV
* net charge: -1

Record 2
ORCA calculation (ωB97M-V/def2-TZVPD) on a single C22H20FN3O3 molecule.

```
49
Properties=species:S:1:pos:R:3:forces:R:3
C -4.464390 -1.101958 -0.513243 -0.11 -0.15 0.02
O -3.696771 0.055672 -0.742032 0.14 0.26 0.03
C -2.428295 -0.090958 -1.222017 0.25 0.06 -0.19
C -1.769295 1.088406 -1.570781 -0.25 -0.06 0.05
C -0.482136 1.047969 -2.062397 -0.05 -0.15 -0.01
C 0.177564 -0.165613 -2.224799 0.09 -0.12 -0.10
C 1.586743 -0.215585 -2.757396 -0.10 -0.16 0.09
N 2.561163 0.052742 -1.717323 0.01 0.29 -0.35
C 3.097454 -0.931197 -0.967334 0.56 0.54 0.21
O 2.877630 -2.110867 -1.147928 -0.18 -0.56 0.01
C 4.012071 -0.407342 0.130517 -0.13 -0.10 0.02
C 3.227421 -0.172110 1.432941 0.40 0.05 -0.01
N 1.875949 0.328309 1.231389 0.21 0.48 -0.05
C 1.775022 1.672943 0.901776 0.11 -0.50 0.12
O 2.771696 2.306715 0.591278 0.03 0.17 -0.05
C 0.452096 2.229166 0.985873 -0.27 0.61 -0.11
C 0.021499 3.530448 0.806311 0.26 -0.34 -0.03
C -1.349296 3.545578 1.085278 -0.04 -0.05 0.03
C -1.721430 2.265536 1.421460 -0.30 0.15 0.08
N -0.629601 1.465995 1.366530 0.30 0.56 0.02
C -0.513412 0.098130 1.547328 0.10 -0.95 0.10
C -1.617086 -0.696985 1.837463 0.31 0.12 0.00
C -1.493421 -2.066005 1.949523 0.18 -0.15 -0.01
C -0.248806 -2.629012 1.726315 -0.08 0.27 0.06
F -0.123492 -3.968245 1.778207 0.02 0.04 -0.02
C 0.871547 -1.870585 1.460815 -0.15 -0.13 0.05
C 0.766055 -0.480340 1.408991 -0.84 -0.18 0.19
C -0.475286 -1.332202 -1.858985 0.08 0.14 -0.11
C -1.769107 -1.305660 -1.368671 -0.37 -0.01 0.06
H -4.033858 -1.723250 0.278272 0.00 -0.01 -0.03
H -5.445772 -0.747810 -0.200795 0.05 -0.08 -0.01
H -4.568891 -1.699018 -1.424264 0.02 0.00 0.03
H -2.291174 2.024583 -1.452390 -0.06 0.11 0.01
H 0.011330 1.970104 -2.333839 0.05 0.14 -0.05
H 1.802783 -1.216599 -3.138440 -0.02 0.18 -0.07
H 1.723347 0.518680 -3.555374 0.01 -0.10 0.03
H 2.707004 1.012831 -1.443382 0.13 -0.06 0.08
H 4.464177 0.530215 -0.190892 0.00 -0.05 0.06
H 4.795839 -1.140563 0.318950 -0.03 0.00 -0.08
H 3.170572 -1.085194 2.022701 -0.03 0.10 -0.03
H 3.757304 0.587739 2.016373 -0.06 -0.20 -0.03
H 0.640430 4.355580 0.518220 0.18 0.13 -0.04
H -1.998499 4.397550 1.046101 -0.16 0.12 0.01
H -2.692060 1.896600 1.681851 -0.15 -0.16 0.02
H -2.580821 -0.235332 1.973384 -0.13 0.06 -0.02
H -2.336917 -2.694000 2.185885 -0.09 -0.07 0.01
H 1.796812 -2.381308 1.255003 0.11 -0.03 -0.03
H 0.034270 -2.278397 -1.959904 0.08 -0.13 -0.02
H -2.247981 -2.235360 -1.106567 -0.08 -0.08 0.06
```
Forces are in eV/Å.

Calculated values
* orbital gap: 8.6685 eV
* relative energy (zero: lowest compared OMol25 entry of this formula, charge and spin): 11.3 kcal/mol
* HOMO level: -0.303 Ha
* E_tot: -36470.41484 eV
* LUMO level: 0.421 eV
* SMILES: COc1ccc(CNC(=O)CCn2c(=O)c3cccn3c3ccc(F)cc32)cc1
* net charge: 0

Record 3
ORCA calculation (ωB97M-V/def2-TZVPD) on a gas-phase ion, C4H9NOS (charge +1) in a non-equilibrium geometry.

```
16
Properties=species:S:1:pos:R:3:forces:R:3
C 0.193000 -0.418359 -0.660186 3.18 -0.33 2.54
C -0.444726 0.629142 0.194392 -2.87 2.67 0.12
C 0.493590 1.610259 0.904317 2.14 -1.56 -0.03
S 1.544693 2.534007 -0.267290 -0.99 -0.11 0.01
C 0.165460 -1.850814 -0.014261 3.89 1.26 3.82
N -0.968359 -2.391205 -0.340024 -0.98 -1.30 -0.44
O 1.015078 -2.302113 0.874797 -3.33 2.09 -4.46
H -0.315202 -0.279598 -1.548119 -0.40 -0.79 -2.34
H 1.262892 -0.164755 -0.700154 -0.12 -0.20 -0.76
H -1.136876 0.133249 0.899036 0.33 0.68 0.14
H -1.120943 1.302377 -0.487118 0.86 -1.22 1.20
H 1.255822 1.010529 1.411724 -0.04 0.02 0.37
H 0.242174 2.401955 1.603298 -0.98 0.07 0.16
H 0.430017 2.940450 -0.928287 0.39 0.22 -0.36
H -0.969719 -3.388733 -0.146140 -1.31 0.19 -0.08
H -1.646902 -1.766392 -0.795985 0.22 -1.70 0.10
```
Forces are in eV/Å.

Calculated values
* orbital gap (spin up / spin down): 8.8121 / 3.9393 eV
* ⟨S²⟩: 0.75
* relative energy (zero: lowest compared OMol25 entry of this formula, charge and spin): 33.0 kcal/mol
* spin multiplicity: 2
* HOMO level (spin up / spin down): -0.487 / -0.486 Ha
* E_tot: -18656.54824 eV
* LUMO level (spin up / spin down): -4.427 / -9.280 eV
* net charge: +1

Record 4
ORCA calculation (ωB97M-V/def2-TZVPD) on a gas-phase ion, C3H4NO3 (charge -1) in a non-equilibrium geometry.

```
11
Properties=species:S:1:pos:R:3:forces:R:3
O -1.577976 -0.272096 2.102369 -0.47 -0.08 0.10
C -1.196553 0.289826 1.102671 2.18 -1.39 2.24
C 0.293368 0.332817 0.709840 -2.36 3.94 -1.31
N 0.341534 0.355060 -0.714523 0.17 -2.31 -0.84
C 0.600392 -0.945092 -1.459764 0.68 2.41 1.45
O 0.956296 -0.864522 -2.638093 -0.45 0.10 -0.31
O 0.517937 -1.842496 -0.635929 -0.25 -2.34 0.20
H -1.895985 0.829219 0.514500 -0.71 0.76 -1.28
H 0.627348 1.353364 1.124599 -0.20 -1.13 -0.45
H 0.883709 -0.409067 1.106236 0.93 -1.86 1.11
H 0.449926 1.172990 -1.211901 0.46 1.92 -0.94
```
Forces are in eV/Å.

Calculated values
* orbital gap: 8.2883 eV
* relative energy (zero: lowest compared OMol25 entry of this formula, charge and spin): 39.2 kcal/mol
* HOMO level: -0.160 Ha
* E_tot: -10809.48737 eV
* LUMO level: 3.941 eV
* SMILES: O=CCNC(=O)[O-]
* net charge: -1

Record 5
ORCA calculation (ωB97M-V/def2-TZVPD) on a molecular structure, C41H38CdN12O5S2 in a non-equilibrium geometry.

```
99
Properties=species:S:1:pos:R:3:forces:R:3
Cd 0.029653 -1.474805 0.802506 -2.59 2.43 -1.74
N -1.718201 -1.561056 -0.385328 -6.22 -3.55 -0.59
C -1.899537 -0.577943 -1.441655 0.42 -0.33 0.47
C -0.782529 0.493861 -1.223528 -0.20 0.08 -0.22
O -0.869843 1.510254 -1.944923 0.12 -0.27 0.56
O 0.070235 0.187130 -0.337384 -1.27 4.75 -2.93
H -1.883238 -2.650820 -0.657613 0.89 3.11 0.08
H -2.489154 -1.574081 0.369920 1.43 0.43 -1.54
H -2.890672 -0.117981 -1.387699 0.03 0.19 -0.46
H -1.764477 -1.036260 -2.423905 -0.06 0.13 0.01
S 0.005688 -3.483843 -0.578552 0.22 -4.70 -2.48
C 0.325786 -2.866067 -2.104277 2.15 1.46 -0.12
N -0.328194 -3.175170 -3.297702 -0.16 -0.55 -0.04
C -0.050519 -2.365036 -4.469046 -0.28 -0.10 0.51
C 1.433526 -2.078806 -4.574133 0.36 0.10 0.47
N 1.922746 -1.425867 -3.375853 -0.03 0.54 0.14
C 2.949473 -0.402427 -3.549856 -0.17 -0.25 0.11
C 2.374831 0.923376 -3.991441 0.03 0.14 -0.33
C 2.459080 1.328955 -5.327797 -0.16 0.17 0.09
C 1.904788 2.537654 -5.738471 0.02 -0.05 0.01
C 1.262726 3.356362 -4.816584 0.05 -0.01 0.07
C 1.176499 2.964799 -3.485868 0.19 -0.04 -0.14
C 1.728131 1.754461 -3.077062 0.14 0.15 0.01
C 1.458963 -1.873316 -2.137556 -1.71 -1.79 -0.11
S 2.033811 -1.455016 -0.624667 3.90 -0.41 -3.20
C -1.360674 -4.190296 -3.419047 0.24 0.38 -0.05
C -0.886811 -5.367231 -4.239433 -0.27 -0.08 -0.29
C -1.506073 -5.694504 -5.447977 0.26 -0.21 0.05
C -1.055604 -6.773944 -6.205502 0.06 -0.03 0.09
C 0.016069 -7.537860 -5.760049 -0.06 -0.03 -0.08
C 0.635581 -7.225250 -4.554102 -0.18 0.21 0.03
C 0.185230 -6.148052 -3.797788 0.15 -0.14 -0.07
H -0.620606 -1.431936 -4.368393 0.19 0.25 -0.29
H -0.390259 -2.876945 -5.373936 0.00 -0.11 0.09
H 1.625034 -1.453314 -5.449843 -0.01 0.10 0.10
H 1.998626 -3.013766 -4.690652 -0.20 -0.22 -0.29
H 3.669195 -0.772841 -4.291084 -0.02 0.09 -0.12
H 3.515225 -0.252512 -2.627968 -0.32 -0.30 0.16
H 2.958365 0.701798 -6.061591 0.02 -0.04 0.10
H 1.974220 2.842936 -6.778199 0.00 -0.04 0.03
H 0.831015 4.300556 -5.133794 0.01 -0.05 0.00
H 0.678880 3.600428 -2.762685 -0.03 -0.18 -0.02
H 1.649626 1.465487 -2.034014 -0.06 -0.13 -0.09
H -2.238016 -3.718485 -3.880112 -0.10 -0.21 -0.17
H -1.683485 -4.556025 -2.441939 0.34 0.30 0.18
H -2.346045 -5.109513 -5.810813 0.05 0.06 0.11
H -1.543407 -7.020683 -7.143285 0.03 0.03 0.04
H 0.366227 -8.380035 -6.348534 -0.02 0.05 0.02
H 1.469025 -7.823179 -4.199837 -0.06 0.05 -0.01
H 0.676001 -5.918538 -2.855981 -0.13 0.17 -0.03
C -4.487240 1.576002 2.217547 -0.23 -0.24 0.20
N -3.395514 0.647681 2.333907 1.51 -1.73 -1.91
C -2.505004 0.215097 1.359481 2.62 2.76 3.30
N -1.348218 -0.225941 2.051776 -5.66 0.43 -2.64
C -1.921726 -0.569771 3.217809 2.52 2.21 0.72
N -2.974148 0.120133 3.504865 -2.84 -0.01 1.54
C -4.190510 2.911272 2.870634 0.09 0.40 0.23
C -5.192863 3.883781 2.900529 0.29 0.06 0.18
C -4.951836 5.133281 3.467485 0.29 -0.31 -0.05
C -3.704577 5.431853 4.002505 -0.11 0.12 0.04
C -2.689649 4.474618 3.977222 -0.09 -0.57 -0.20
C -2.940666 3.218996 3.415432 -0.18 0.07 -0.16
C -1.352830 4.770095 4.501864 -0.59 2.49 0.52
N -0.946762 5.940671 4.973707 -1.28 -1.12 -0.70
N 0.354254 5.798291 5.286613 1.17 -1.41 0.00
C 0.678651 4.545245 4.997688 0.81 2.37 0.81
O -0.363350 3.890581 4.510955 -0.07 -1.55 -0.48
C 2.010961 3.950260 5.137671 -0.08 -0.72 -0.19
C 3.110792 4.725278 5.512844 0.23 0.09 0.03
C 4.370901 4.146226 5.602631 -0.38 -0.19 -0.06
C 4.545058 2.791313 5.323514 -0.40 0.13 0.04
C 3.452529 2.002499 4.961975 0.27 0.39 0.25
C 3.615115 0.529523 4.673485 0.38 -0.15 -0.37
N 3.088489 0.217372 3.369176 -0.31 -1.92 0.50
C 1.956909 -0.550731 3.105465 -0.48 2.17 3.00
N 1.405515 -0.211391 2.037081 4.69 1.71 -4.72
C 2.706471 0.310957 1.294734 -2.89 2.03 2.62
N 3.539651 0.727751 2.192266 0.80 -0.56 0.05
C 2.188546 2.589111 4.872118 0.22 0.18 0.07
H -5.383267 1.119944 2.670796 0.19 0.25 -0.13
H -4.694877 1.765563 1.152010 0.18 -0.32 0.29
H -2.612782 0.481780 0.309929 0.16 0.31 0.71
H -1.334290 -1.118881 3.926802 -0.22 -0.08 0.43
H -6.168717 3.672618 2.479037 -0.01 -0.07 -0.02
H -5.737046 5.877915 3.484167 0.01 0.01 0.01
H -3.529126 6.410669 4.429566 0.14 -0.06 0.03
H -2.137269 2.495753 3.388921 -0.06 -0.13 -0.04
H 2.994853 5.780493 5.723252 -0.15 -0.03 -0.05
H 5.221984 4.751394 5.886985 -0.01 0.03 -0.01
H 5.533926 2.356265 5.398255 -0.02 -0.09 -0.08
H 3.046054 -0.032056 5.432348 0.14 -0.03 -0.48
H 4.672003 0.217663 4.738401 -0.25 0.25 0.13
H 1.347964 -1.076173 3.816069 0.42 -0.21 0.77
H 2.840280 0.553973 0.243802 -0.55 -0.09 0.52
H 1.339553 1.979162 4.585112 0.02 0.00 -0.09
O -2.553844 -4.139025 3.453259 -0.68 -0.63 0.83
C -1.878055 -3.437175 2.757874 2.06 1.74 -2.30
N -1.190150 -2.725930 2.056379 -4.28 -4.12 3.23
O 1.086983 -2.508642 1.849099 5.60 -5.40 5.51
```
Forces are in eV/Å.

Calculated values
* orbital gap (spin up / spin down): 4.3445 / 3.1220 eV
* relative energy (zero: lowest compared OMol25 entry of this formula, charge and spin): 325.6 kcal/mol
* HOMO level (spin up / spin down): -0.032 / 0.013 Ha
* E_tot: -97476.85229 eV
* LUMO level (spin up / spin down): 3.470 / 3.470 eV
* net charge: -2